Entry 1:
The following is a quantum chemistry calculation of C23H43Cl3MnN3O4Si as an isolated structure in a non-equilibrium geometry, from OMol25.

The expectation value of S² is 8.75. As for the largest force on an atom: 3.1 eV Å⁻¹. The gap between HOMO and LUMO (alpha / beta) is 2.64 / 2.63 eV. As for the HOMO energy (alpha / beta): -0.89 / -0.89 eV. The calculation puts the calculated total energy at -4188.554096 Ha. The value obtained for the energy relative to the best compared isomer or geometry (same formula, charge and spin) is 476.47 kJ/mol.

Structure (ORCA input):
```
! wB97M-V def2-TZVPD RIJCOSX def2/J DEFGRID3
* xyz -1 6
C 1.717 4.353 -1.938
C 2.432 3.083 -1.569
H 2.388 5.122 -2.318
H 1.178 4.774 -1.078
H 0.982 4.172 -2.742
C 3.811 2.916 -1.757
C 4.824 3.977 -1.647
H 4.151 1.903 -1.989
H 4.620 4.690 -0.817
H 4.960 4.566 -2.575
H 5.788 3.490 -1.438
Mn -2.117 -0.290 0.399
Cl -2.758 0.096 -1.774
Cl -2.642 0.747 2.604
C -0.428 -2.410 -1.403
O -0.397 -1.805 -0.294
N 0.194 -3.570 -1.618
C 1.017 -4.194 -0.589
C 0.134 -4.208 -2.928
H -0.992 -1.998 -2.256
H 0.529 -4.116 0.388
H 2.012 -3.726 -0.532
H 1.140 -5.247 -0.862
H -0.737 -3.808 -3.461
H 0.038 -5.294 -2.797
H 1.036 -3.996 -3.522
H 1.403 2.480 2.252
H 4.015 0.559 1.652
C 1.555 1.639 2.948
C 3.367 0.027 2.358
N 1.968 0.433 2.225
H 0.629 1.454 3.508
C 1.070 -0.556 1.952
O -0.131 -0.556 2.242
H 3.417 -1.048 2.139
H 1.537 -1.406 1.414
H 2.358 1.903 3.634
H 3.719 0.214 3.377
O 1.932 2.416 -0.355
C 1.534 1.812 -1.580
C 2.773 -0.319 -1.079
C 2.044 0.472 -1.969
H 2.837 0.063 -0.058
C 3.359 -1.526 -1.447
H 0.444 1.992 -1.644
C 1.804 -0.120 -3.247
H 3.949 -2.063 -0.712
C 3.212 -2.046 -2.729
C 2.406 -1.332 -3.612
H 1.128 0.353 -3.973
H 3.712 -2.963 -3.032
H 2.252 -1.760 -4.611
Si -2.479 2.770 1.382
Cl -0.815 1.626 0.293
C -2.313 3.506 3.127
C -4.163 2.129 0.738
C -2.491 4.414 0.407
H -1.563 3.038 3.775
H -3.298 3.378 3.590
H -2.130 4.580 3.062
H -1.650 5.071 0.645
H -3.424 4.915 0.707
H -2.531 4.246 -0.678
H -4.119 1.157 0.205
H -4.580 2.858 0.031
H -4.845 2.036 1.595
C -5.264 -3.396 0.868
N -4.119 -3.648 1.727
C -4.044 -4.879 2.490
C -3.111 -2.791 1.674
O -3.181 -1.856 0.834
H -5.985 -4.204 1.054
H -4.978 -3.386 -0.201
H -5.737 -2.421 1.110
H -3.479 -5.648 1.952
H -3.545 -4.690 3.444
H -5.055 -5.236 2.650
H -2.270 -2.922 2.380
*
```

Atom-resolved charges from Mulliken, all expressed in e: C -1.35; C 1.19; H 0.39; H 0.23; H 0.27; C -0.85; C -1.55; H 0.19; H 0.28; H 0.25; H 0.39; Mn 1.10; Cl -0.67; Cl -0.56; C -0.30; O -0.14; N 0.47; C -0.87; C -0.94; H 0.24; H 0.23; H 0.16; H 0.39; H 0.32; H 0.34; H 0.30; H 0.13; H 0.30; C -0.88; C -1.16; N 0.56; H 0.24; C 0.03; O -0.49; H 0.33; H 0.13; H 0.40; H 0.43; O -0.47; C -1.92; C 0.94; C -0.11; H 0.23; C -0.60; H 1.51; C -0.70; H 0.44; C -0.65; C -0.48; H 0.36; H 0.40; H 0.37; Si 1.11; Cl 0.01; C -1.20; C -1.01; C -1.49; H 0.27; H 0.35; H 0.29; H 0.34; H 0.35; H 0.29; H 0.26; H 0.29; H 0.34; C -0.86; N 0.21; C -0.91; C 0.14; O -0.80; H 0.32; H 0.29; H 0.28; H 0.33; H 0.34; H 0.29; H 0.33


Entry 2:
The following is a quantum chemistry calculation of C23H43ClN3O5PtSi as an isolated structure in a non-equilibrium geometry, from OMol25.

The expectation value of S² is 2.02. As for the largest force on an atom: 4.4 eV Å⁻¹. The gap between HOMO and LUMO (alpha / beta) is 2.71 / 6.30 eV. As for the HOMO energy (alpha / beta): -0.51 / -4.11 eV. The calculation puts the calculated total energy at -2311.587067 Ha. The value obtained for the energy relative to the best compared isomer or geometry (same formula, charge and spin) is 41.41 kJ/mol.

Structure (ORCA input):
```
! wB97M-V def2-TZVPD RIJCOSX def2/J DEFGRID3
* xyz -1 3
O 3.001 1.378 -2.610
C 3.294 0.588 -1.723
C 3.269 -0.916 -1.802
C 2.133 -1.659 -2.196
H 1.133 -1.259 -1.975
C 2.341 -2.885 -2.836
H 1.492 -3.413 -3.269
C 3.633 -3.415 -2.919
H 3.798 -4.328 -3.472
C 4.684 -2.813 -2.228
H 5.668 -3.278 -2.200
C 4.480 -1.597 -1.586
H 5.236 -1.122 -0.947
H 3.596 0.936 -0.693
C 2.434 0.933 2.263
C 1.477 -0.128 1.775
H 3.294 0.509 2.780
H 1.921 1.634 2.919
H 2.800 1.493 1.404
C 1.856 -1.425 1.691
C 2.510 -2.149 2.817
H 1.673 -1.962 0.758
H 3.470 -2.618 2.553
H 1.854 -2.938 3.221
H 2.681 -1.430 3.632
Pt -0.188 0.477 1.142
Cl -0.748 -0.303 3.440
C -2.987 0.268 1.901
O -2.257 1.052 1.215
N -4.137 0.619 2.487
C -4.618 1.988 2.481
C -4.901 -0.345 3.277
H -2.713 -0.786 2.067
H -3.960 2.591 1.854
H -4.648 2.382 3.506
H -5.649 2.011 2.105
H -4.511 -1.354 3.115
H -5.961 -0.325 2.996
H -4.854 -0.122 4.351
H -0.049 0.697 -5.211
H -2.331 0.379 -4.301
C 0.302 0.249 -4.264
C -1.968 0.175 -3.281
N -0.586 0.606 -3.170
H 1.315 0.607 -4.040
C -0.207 1.491 -2.230
O -0.770 1.611 -1.108
H -2.576 0.715 -2.549
H 0.673 2.080 -2.504
H 0.328 -0.848 -4.386
H -2.058 -0.908 -3.109
H -0.003 5.747 2.402
H 1.149 6.428 -0.011
C 0.865 5.072 2.398
C 1.765 5.529 0.122
N 1.123 4.602 1.044
H 0.672 4.214 3.050
C 0.676 3.401 0.663
O -0.046 2.716 1.450
H 1.914 5.048 -0.848
H 0.988 3.072 -0.343
H 1.741 5.634 2.744
H 2.736 5.856 0.515
C -1.362 -3.349 1.376
Si -1.617 -2.418 -0.248
C -1.191 -3.538 -1.727
C -3.471 -2.087 -0.560
O -0.792 -1.037 -0.289
H -1.732 -4.382 1.294
H -1.887 -2.860 2.206
H -0.299 -3.387 1.650
H -1.796 -4.457 -1.697
H -1.412 -3.050 -2.687
H -0.137 -3.845 -1.745
H -3.919 -1.484 0.239
H -3.600 -1.535 -1.501
H -4.033 -3.030 -0.635
*
```

Atom-resolved charges from Mulliken, all expressed in e: O -0.66; C -0.56; C 0.30; C 0.51; H 0.36; C -0.67; H 0.32; C -0.62; H 0.37; C -0.48; H 0.34; C -0.49; H 0.32; H 0.02; C -1.37; C 0.27; H 0.51; H 0.28; H 0.08; C 0.61; C -1.59; H 0.48; H 0.30; H 0.26; H 0.42; Pt 1.56; Cl -0.48; C -0.18; O -0.98; N 0.28; C -0.96; C -0.99; H 0.31; H 0.23; H 0.31; H 0.32; H 0.25; H 0.35; H 0.36; H 0.31; H 0.47; C -0.96; C -0.78; N 0.45; H 0.32; C -0.17; O -0.62; H 0.19; H 0.49; H 0.28; H -0.13; H 0.31; H 0.32; C -1.01; C -0.93; N 0.30; H 0.28; C 0.77; O -0.95; H 0.29; H -0.16; H 0.34; H 0.32; C -0.86; Si 0.81; C -1.30; C -0.95; O -0.61; H 0.46; H 0.20; H 0.07; H 0.49; H 0.29; H 0.17; H 0.20; H 0.18; H 0.42


Entry 3:
The following is a quantum chemistry calculation of C23H43F2InN2O11S3 as an isolated structure in a non-equilibrium geometry, from OMol25.

As for the largest force on an atom: 1.7 eV Å⁻¹. The gap between HOMO and LUMO is 4.35 eV. As for the HOMO energy: -0.47 eV. The calculation puts the calculated total energy at -3423.770449 Ha.

Structure (ORCA input):
```
! wB97M-V def2-TZVPD RIJCOSX def2/J DEFGRID3
* xyz -2 1
C 5.061 -4.147 0.340
C 5.675 -3.273 -0.752
O 5.176 -1.956 -0.664
C 6.144 -0.944 -0.728
C 5.525 0.416 -0.472
C 5.274 0.759 1.010
C 3.814 0.742 1.447
C 3.229 -0.662 1.690
In 1.340 -0.760 0.497
C 1.869 -0.673 -1.666
N 1.051 -1.520 -2.596
C 0.139 1.063 1.015
O -0.613 1.079 2.025
O 0.365 2.034 0.228
N 0.181 -2.620 1.025
C 0.856 -3.456 1.851
O 1.087 -3.315 3.010
F 1.320 -4.600 1.262
C -0.406 -3.222 -0.055
O 0.013 -3.904 -0.940
F -1.729 -2.915 -0.091
H 4.183 -4.670 -0.018
H 5.792 -4.861 0.710
H 4.768 -3.500 1.160
H 5.459 -3.676 -1.742
H 6.761 -3.266 -0.632
H 6.934 -1.108 0.015
H 6.634 -0.943 -1.711
H 6.257 1.124 -0.862
H 4.614 0.519 -1.057
H 5.650 1.771 1.171
H 5.879 0.103 1.637
H 3.224 1.317 0.731
H 3.743 1.295 2.383
H 2.963 -0.771 2.736
H 3.919 -1.443 1.391
H 2.934 -0.900 -1.771
H 1.751 0.368 -1.955
H 1.249 -1.225 -3.549
H 1.416 -2.465 -2.554
C -3.957 3.709 2.929
C -2.828 2.762 3.344
C -1.781 3.590 4.086
S -2.671 4.956 4.836
O -2.225 6.200 4.243
O -2.710 4.830 6.279
C -4.281 4.565 4.151
H -4.839 3.189 2.560
H -3.554 4.315 2.123
H -3.209 1.978 4.003
H -2.368 2.272 2.482
H -1.274 3.023 4.861
H -1.046 4.015 3.405
H -4.801 5.495 3.930
H -4.831 3.995 4.899
C -0.307 4.973 -1.086
C -1.008 5.193 -2.437
C -2.395 4.543 -2.343
S -2.845 4.600 -0.601
O -2.914 3.256 -0.109
O -3.953 5.513 -0.417
C -1.329 5.344 -0.017
H 0.595 5.576 -0.994
H -0.025 3.922 -0.968
H -1.114 6.265 -2.627
H -0.436 4.768 -3.261
H -3.154 5.068 -2.917
H -2.369 3.494 -2.629
H -1.093 4.935 0.964
H -1.493 6.420 0.047
C -2.912 -4.477 -2.620
C -3.949 -4.864 -1.562
C -5.225 -5.292 -2.304
S -4.682 -5.931 -3.896
O -5.198 -5.078 -4.942
O -4.910 -7.358 -3.955
C -2.943 -5.590 -3.663
H -1.920 -4.360 -2.187
H -3.188 -3.526 -3.081
H -3.570 -5.698 -0.968
H -4.147 -4.041 -0.879
H -5.772 -6.077 -1.789
H -5.884 -4.450 -2.503
H -2.502 -5.315 -4.618
H -2.482 -6.502 -3.285
*
```

Atom-resolved charges from Mulliken, all expressed in e: C -0.93; C -0.51; O -0.08; C -0.85; C -0.32; C -1.01; C -0.53; C -0.51; In 0.59; C -0.90; N -0.52; C 0.38; O -0.75; O -0.73; N -0.27; C 0.58; O -0.60; F -0.28; C 0.67; O -0.63; F -0.25; H 0.24; H 0.34; H 0.22; H 0.28; H 0.41; H 0.51; H 0.33; H 0.40; H 0.13; H 0.45; H 0.35; H 0.22; H 0.27; H 0.60; H -0.31; H 0.22; H 0.30; H 0.22; H 0.19; C -0.25; C -0.33; C -0.71; S 1.19; O -0.69; O -0.72; C -0.92; H 0.49; H -0.14; H 0.35; H 0.12; H 0.49; H 0.23; H 0.44; H 0.37; C -0.41; C -0.73; C -0.78; S 1.21; O -0.53; O -0.75; C -0.19; H 0.42; H 0.15; H 0.30; H 0.38; H 0.37; H 0.38; H -0.09; H 0.41; C -0.13; C -0.61; C -0.64; S 1.15; O -0.67; O -0.69; C -0.75; H -0.04; H 0.27; H 0.32; H 0.32; H 0.36; H 0.35; H 0.43; H 0.36